C4H9NO | wB97M-V/def2-TZVPD

Structure (ORCA input):
```
! RIJCOSX wB97M-V def2-TZVPD def2/J DEFGRID3
* xyz 0 1
C 2.35003 -0.35090 0.02039
C 1.17313 0.61919 0.03663
C -0.13695 -0.05726 0.36159
O -0.21625 -0.78396 1.33516
N -1.20896 0.28132 -0.40081
C -2.54028 -0.20049 -0.13052
H 2.29213 -1.03655 -0.82844
H 3.30444 0.18087 -0.04039
H 2.33839 -0.94373 0.93540
H 1.22650 1.23262 0.95579
H 1.13742 1.20609 -0.89880
H -1.05840 0.85377 -1.20765
H -2.87426 -0.92359 -0.87795
H -2.51866 -0.69118 0.83813
H -3.26828 0.61381 -0.09851
*
```

Output
LUMO ... 0.9 eV
Gap between HOMO and LUMO ... 10.6 eV
SMILES ... CCC(=O)NC
Highest occupied orbital energy ... -9.64 eV
ΔE to the lowest compared entry with this formula, charge and spin ... 36.3 kJ/mol